(a)
Entry from OMol25: a molecular structure, C46H46IIrN3O3P2S2 (wB97M-V/def2-TZVPD).

Each line ends with the Löwdin charge.
Positions of all 104 atoms, in Å:
Ir -0.5130 0.3479 -0.3191  0.66
I -1.6019 1.2437 -2.6990  1.35
S -2.3146 -0.7303 0.4585  0.84
S 1.6152 2.6339 -1.2591  1.02
P 0.0629 -1.7067 -1.5527  1.01
P 0.5247 0.3927 1.9302  1.08
O 1.9819 -1.6491 0.6197  -0.06
O -1.2685 2.2530 0.3149  -0.25
O 1.2666 1.1156 -1.0764  -0.76
N -2.1725 4.2948 0.2708  0.25
N -3.5754 1.4470 1.6958  0.10
N -4.9201 0.1142 0.6588  -0.08
C 0.1086 -1.2254 -3.3106  -0.49
C 2.4850 -2.4648 -0.3650  -0.26
C -4.8436 1.8858 1.9659  0.01
C -3.4798 -3.7812 -1.5746  -0.06
C -0.8156 -1.6566 -4.2681  -0.12
C 1.2593 -0.5477 -3.7369  -0.15
C 1.8660 -2.2541 4.7012  -0.03
C 1.2993 -1.1444 4.1071  -0.05
C -3.6254 0.3693 0.9029  -0.54
C -1.8299 -5.1252 -0.4539  -0.02
C -1.6610 -0.4029 3.4164  -0.16
C 1.4472 -0.2603 -5.0763  -0.05
C 3.2231 -4.0662 -2.4882  -0.02
C 1.9681 -1.9740 1.9499  -0.25
C -3.1221 -4.9604 -0.9294  -0.02
C 1.3259 -1.0101 2.7122  -0.30
C -1.2265 -2.9499 -1.3121  -0.40
C -5.6893 1.0515 1.3059  0.03
C 3.7287 -3.0697 -0.3414  0.01
C 0.4962 -0.6467 -6.0172  -0.02
C -5.4743 -1.0375 -0.0675  0.04
C -0.6265 -1.3500 -5.6122  -0.03
C 1.7096 1.7566 2.0750  -0.33
C 1.3884 3.1073 1.8911  -0.15
C 4.0345 2.7614 -2.4470  -0.19
C -2.1543 3.0945 -1.7974  -0.43
C 3.0592 3.5792 -3.2849  -0.19
C -2.5462 -2.7737 -1.7492  -0.20
C -1.1044 1.9291 3.6827  -0.08
C 1.6934 2.9377 -3.0503  -0.31
C -2.9178 0.9629 4.9471  -0.03
C 3.5765 3.7574 2.6590  -0.03
C -0.8712 0.6993 3.0640  -0.39
C -2.1317 2.0579 4.6163  -0.04
C 2.9975 1.4268 2.5126  -0.05
C -1.8245 3.1689 -0.3309  -0.58
C 3.9204 2.4214 2.8038  -0.02
C 3.4213 2.6822 -1.0522  -0.26
C 2.0033 -3.4174 -2.5173  -0.05
C 2.4197 -3.2546 3.9052  0.00
C -0.8826 -4.1284 -0.6482  -0.05
C 4.0877 -3.8744 -1.4134  -0.01
C 1.6246 -2.6045 -1.4431  -0.28
C 2.4763 -3.1277 2.5251  0.02
C 2.3122 4.0965 2.1883  -0.05
C -2.6776 -0.2702 4.3482  -0.03
H -6.7654 1.0370 1.2533  0.16
H 3.0558 4.6219 -2.9595  0.13
H 3.6730 1.7980 -0.4699  0.10
H 0.8459 -0.3826 4.7270  0.13
H 2.9214 -3.9050 1.9227  0.12
H 4.4040 -2.9196 0.4892  0.14
H -3.2636 -1.1343 4.6336  0.13
H -4.8181 -1.2946 -0.8916  0.07
H -1.6625 -2.2659 -3.9980  0.10
H 3.2983 3.5759 -4.3475  0.14
H -0.4667 2.7769 3.4857  0.10
H 0.8451 3.5542 -3.3439  0.09
H 3.5107 -4.7131 -3.3052  0.13
H -3.8494 -5.7520 -0.8066  0.13
H 2.0256 -0.2906 -3.0162  0.10
H -3.2217 3.2508 -1.9493  0.09
H 2.8261 -4.1441 4.3682  0.13
H 2.0411 5.1378 2.0703  0.12
H -5.5694 -1.8829 0.6112  0.12
H -1.4468 -1.3825 3.0048  0.10
H 3.2817 0.3941 2.6647  0.11
H -2.2882 3.0070 5.1129  0.13
H -2.6066 5.0586 -0.2277  0.15
H -6.4515 -0.7587 -0.4516  0.12
H -2.7145 1.8171 2.0940  0.11
H 2.3517 0.2382 -5.4024  0.13
H 3.6215 3.5695 -0.4516  0.10
H -1.5480 -6.0420 0.0462  0.13
H 5.0545 -4.3602 -1.4096  0.13
H 4.9017 2.1461 3.1668  0.13
H 1.8667 -2.3523 5.7776  0.13
H 0.6524 -0.4316 -7.0660  0.13
H -5.0417 2.7290 2.6054  0.15
H -3.6951 1.0593 5.6942  0.13
H -1.9552 4.4367 1.2471  0.14
H 0.4094 3.3940 1.5331  0.07
H 4.2872 4.5332 2.9126  0.13
H 5.0225 3.2164 -2.4014  0.14
H -1.3448 -1.6950 -6.3439  0.13
H 1.6180 1.9596 -3.5222  0.06
H -1.6180 3.8699 -2.3431  0.08
H -4.4852 -3.6620 -1.9586  0.12
H 4.1513 1.7595 -2.8653  0.12
H -2.8458 -1.8601 -2.2501  0.08
H 1.3478 -3.5477 -3.3694  0.13
H 0.1312 -4.2881 -0.3048  0.11

Summary:
- Net charge: +4
- 2S+1: 2
- Orbital gap (spin up / spin down): 0.23727 / 0.16212 Eh
- Molecular weight: 1134.09 g/mol
- HOMO (spin up / spin down): -17.700 / -17.700 eV
- <S²>: 0.76

(b)
Entry from OMol25: a molecular structure, C46H46IIrN3O3P2S2 (wB97M-V/def2-TZVPD).

Each line ends with the Löwdin charge.
Positions of all 104 atoms, in Å:
Ir -0.0217 0.0255 0.6179  0.88
I -0.2066 2.4781 5.3262  1.05
S 0.6057 3.3979 1.1064  1.03
S -2.1091 -0.5633 1.1395  0.93
P 0.1038 0.9915 -1.5361  1.00
P 0.5580 -2.2404 0.3870  1.00
O 0.1920 1.9367 1.4926  -0.69
O -0.9046 -1.7967 -2.2558  -0.11
O 0.0907 -0.5237 2.7392  -0.25
N -4.6527 -0.1395 0.2971  -0.08
N 0.1781 -0.9109 4.9268  0.25
N -3.3179 -0.5754 -1.3513  0.14
C 2.6803 0.3483 -1.9962  -0.09
C 4.0229 0.5513 -2.2635  -0.03
C 4.5663 1.8231 -2.1515  -0.01
C -0.9511 -4.1556 -2.9449  0.02
C -0.1522 0.2168 -3.1641  -0.25
C -2.6088 4.7245 -1.7403  -0.03
C 0.5032 5.4828 2.8113  -0.19
C 1.9232 5.2842 2.2591  -0.20
C 3.7593 2.8959 -1.7954  -0.03
C 0.1810 -5.7517 -1.5267  -0.01
C -1.4369 4.6733 -2.4854  -0.02
C 4.5367 -2.8232 -0.1696  -0.02
C -0.9289 2.4878 -1.5803  -0.36
C 4.3102 -1.2179 1.6117  -0.04
C 0.4994 -4.7391 -0.6429  -0.07
C -0.2353 -0.1846 3.9098  -0.59
C -0.6145 -1.0731 -3.4123  -0.25
C -1.8448 -4.4103 2.8628  -0.03
C 2.3426 -2.0998 0.5200  -0.37
C -0.5739 -3.1362 -2.0875  -0.23
C 1.8572 1.4181 -1.6138  -0.36
C 0.2132 1.0114 -4.2567  -0.05
C -0.4419 4.5016 2.0906  -0.28
C -3.3586 -0.3982 -0.0188  -0.61
C 0.1369 -3.4131 -0.9202  -0.26
C 2.9294 -1.2655 1.4856  -0.10
C -4.5482 -0.4127 -1.8853  0.05
C -5.1768 0.1198 1.6555  0.05
C -0.5570 -5.4563 -2.6622  0.00
C -5.3951 -0.1323 -0.8356  0.05
C -0.6036 3.5686 -2.4090  -0.08
C 5.1116 -2.0049 0.7978  -0.02
C 0.3373 -4.3818 3.8712  -0.04
C 0.8066 -3.5709 2.8422  -0.09
C -0.9913 -4.7847 3.8929  -0.02
C -0.7735 -1.5434 -4.7040  0.03
C -1.3733 -3.6234 1.8202  -0.12
C -0.0501 -3.1746 1.8220  -0.39
C 2.0955 3.7843 2.0229  -0.29
C 3.1622 -2.8587 -0.3252  -0.07
C -2.1014 2.5585 -0.8313  -0.14
C -1.1627 0.9645 4.1956  -0.57
C 0.0799 0.5474 -5.5511  -0.02
C -2.9381 3.6629 -0.9106  -0.06
C 2.4124 2.7028 -1.5384  -0.11
C -0.4270 -0.7226 -5.7686  0.00
H 2.0528 5.8316 1.3221  0.13
H -2.3589 1.7552 -0.1576  0.04
H 1.0342 -4.9800 0.2676  0.13
H 2.6897 5.6455 2.9419  0.14
H -3.2571 5.5880 -1.8087  0.13
H 1.0175 -4.7221 4.6422  0.13
H -4.7093 -0.5676 2.3552  0.09
H -6.2479 -0.0569 1.6381  0.12
H 2.2567 -0.6348 -2.1598  0.10
H 0.7554 -1.7211 4.7541  0.13
H -6.4576 0.0523 -0.8347  0.16
H -1.5717 -3.9817 -3.8071  0.11
H 4.7593 -0.5925 2.3718  0.12
H 5.1633 -3.4434 -0.7974  0.13
H -4.7573 -0.5211 -2.9369  0.16
H -2.4691 -0.8688 -1.8444  0.13
H 2.0705 3.2021 2.9462  0.09
H 2.9589 3.5102 1.4189  0.10
H -2.8629 -4.7764 2.8453  0.12
H 1.7977 3.5628 -1.3335  0.08
H -0.0289 -0.6626 5.8836  0.14
H -1.4936 1.3844 3.2530  0.01
H 0.3810 1.1692 -6.3826  0.13
H -0.8495 -6.2479 -3.3396  0.14
H -1.3499 -5.4263 4.6868  0.13
H 6.1869 -1.9886 0.9199  0.13
H 4.1737 3.8952 -1.7622  0.13
H 4.6363 -0.2723 -2.5961  0.12
H -4.9725 1.1530 1.9265  0.11
H -1.0102 3.8624 2.7668  0.05
H -2.0184 -3.4378 0.9668  0.10
H 0.2968 3.5702 -3.0044  0.10
H 0.1635 6.5058 2.6693  0.13
H -1.1712 5.4975 -3.1343  0.13
H 0.4815 -6.7690 -1.3177  0.13
H 2.7316 -3.5085 -1.0749  0.11
H -3.8466 3.7010 -0.3228  0.12
H -1.1271 4.9781 1.3915  0.09
H 5.6100 1.9893 -2.3846  0.13
H 0.6457 1.9886 -4.1041  0.10
H -1.9940 0.6008 4.7953  0.07
H -1.1583 -2.5244 -4.9179  0.11
H 0.4838 5.2759 3.8800  0.09
H 2.3188 -0.6955 2.1732  0.08
H 1.8551 -3.2974 2.8132  0.11
H -0.5463 -1.0957 -6.7772  0.14

Summary:
- Net charge: +4
- 2S+1: 2
- Orbital gap (spin up / spin down): 0.22217 / 0.16946 Eh
- Molecular weight: 1134.09 g/mol
- HOMO (spin up / spin down): -18.367 / -18.367 eV
- <S²>: 0.77

Most favorable structure: (a). The second most favorable one is 127.0 kJ/mol above it.

(a)
Entry from OMol25: C3H6N2O in the gas phase (wB97M-V/def2-TZVPD).

Each line ends with the Löwdin charge.
Positions of all 12 atoms, in Å:
O -2.0179 -0.4169 0.3976  -0.05
N 0.4361 1.1890 0.7098  0.05
N 2.4903 -1.1688 -0.9419  0.15
C 0.3833 -0.1591 0.1727  -0.40
C 1.5311 -0.5771 -0.6684  -0.18
C -0.9553 -0.4363 -0.5150  -0.25
H -2.0372 0.4545 0.8140  0.09
H -0.9210 -1.4440 -0.9391  0.13
H 0.5221 1.8892 -0.0256  0.09
H -1.1115 0.2801 -1.3417  0.13
H 0.4899 -0.8673 1.0134  0.16
H 1.2536 1.2753 1.3040  0.08

Summary:
- 2S+1: 1
- Orbital gap: 0.41457 Eh
- Molecular weight: 86.09 g/mol
- Structure (SMILES): N#C[C@@H](N)CO
- HOMO: -10.725 eV

(b)
Entry from OMol25: C3H6N2O in the gas phase (wB97M-V/def2-TZVPD).

Each line ends with the Löwdin charge.
Positions of all 12 atoms, in Å:
O 1.0148 -0.0643 1.2920  -0.02
N -1.5293 -0.7536 0.3314  0.00
N 2.4957 0.3938 -1.7175  0.16
C 0.6247 0.6084 0.1223  -0.36
C 1.7094 0.5259 -0.8795  -0.17
C -0.6702 0.0090 -0.5414  -0.21
H -1.1566 -1.6420 0.6352  0.07
H 0.4615 1.6632 0.3763  0.14
H 0.3843 -0.7849 1.4103  0.07
H -0.3764 -0.6226 -1.3862  0.12
H -1.8972 -0.2432 1.1207  0.08
H -1.2489 0.8348 -0.9656  0.12

Summary:
- 2S+1: 1
- Orbital gap: 0.39799 Eh
- Molecular weight: 86.09 g/mol
- Structure (SMILES): N#C[C@H](O)CN
- HOMO: -10.309 eV

Most favorable structure: (a). The second most favorable one is 12.8 kJ/mol above it.

(a)
Entry from OMol25: C3H6N2O in the gas phase (wB97M-V/def2-TZVPD).

Each line ends with the Löwdin charge.
Positions of all 12 atoms, in Å:
O 2.9896 -1.0971 -0.2797  0.03
N 0.8445 -0.3615 -0.5588  0.03
N -1.3686 0.2090 -0.9316  0.06
C 1.8299 -1.1118 0.0536  -0.34
C -1.3025 0.7435 0.8086  -0.04
C -0.4915 -0.4799 -0.2112  -0.33
H -1.5630 1.7662 0.5071  0.07
H -2.1450 0.2350 1.2630  0.07
H 1.1557 0.2043 -1.3515  0.14
H -0.9233 0.7891 -1.6791  0.09
H 1.4261 -1.7148 0.8850  0.13
H -0.4520 0.8181 1.4944  0.07

Summary:
- 2S+1: 1
- Orbital gap: 0.34158 Eh
- Molecular weight: 86.09 g/mol
- HOMO: -8.757 eV

(b)
Entry from OMol25: 2 unconnected molecules or ions with the total composition C3H6N2O (wB97M-V/def2-TZVPD).

Each line ends with the Löwdin charge.
Positions of all 12 atoms, in Å:
O -0.8434 -1.5296 1.2333  -0.31
N -2.3415 0.8245 0.7062  0.16
N 0.0413 -0.6449 -1.4905  0.19
C -1.4155 0.2283 0.2754  -0.33
C -0.1442 0.0585 -0.3674  -0.31
C 0.9419 0.9107 0.1539  -0.03
H -0.6388 -1.3471 -1.6685  0.12
H 0.7213 1.7451 0.7396  0.06
H -0.6178 -0.8367 1.9660  0.02
H 1.7225 0.3540 0.8990  0.16
H 0.9849 -0.9931 -1.6835  0.14
H 1.5895 1.2303 -0.7636  0.12

Summary:
- 2S+1: 1
- Orbital gap (spin up / spin down): 0.27503 / 0.27552 Eh
- Molecular weight: 86.09 g/mol
- HOMO (spin up / spin down): -8.453 / -8.465 eV

Most favorable structure: (a). The second most favorable one is 16.7 kJ/mol above it.